No. 1
Molecular formula: C48H53MnN6OS6SbSiTe
Method: DFT, ωB97M-V/def2-TZVPD

Geometry (Å):
Mn 0.430 -0.912 0.861
N 0.249 -1.716 3.996
C 1.032 -2.513 3.251
N 1.397 -2.288 1.993
C 2.164 -3.360 1.525
C 2.358 -4.352 2.418
S 1.616 -3.986 3.917
C 2.796 -3.439 0.205
C 3.856 -4.221 -0.073
S 4.284 -4.180 -1.744
C 3.022 -3.068 -2.041
N 2.336 -2.771 -0.934
N 2.750 -2.535 -3.232
H -0.324 -1.036 3.520
H -0.093 -2.059 4.877
H 2.884 -5.280 2.275
H 4.436 -4.811 0.614
H 3.256 -2.828 -4.050
H 1.957 -1.913 -3.339
C 0.877 0.654 2.020
Si 2.313 1.836 1.741
C 4.006 1.014 1.555
N 4.170 -0.204 0.755
C 4.140 0.055 -0.682
C 5.357 0.821 -1.240
C 6.635 0.477 -0.462
C 6.518 -0.925 0.116
C 5.369 -0.988 1.130
C 2.495 2.817 3.323
C 2.573 4.211 3.322
C 2.799 4.917 4.497
C 2.949 4.237 5.695
C 2.874 2.850 5.719
C 2.651 2.151 4.543
C 1.891 3.076 0.380
C 0.585 3.537 0.188
C 0.284 4.518 -0.755
C 1.295 5.062 -1.537
C 2.604 4.652 -1.335
C 2.894 3.687 -0.378
H -0.034 1.264 2.036
H 1.049 0.324 3.046
H 4.279 0.774 2.586
H 4.710 1.815 1.273
H 3.212 0.576 -0.921
H 4.076 -0.911 -1.191
H 5.185 1.894 -1.224
H 5.475 0.553 -2.293
H 6.778 1.182 0.361
H 7.512 0.568 -1.102
H 7.444 -1.232 0.603
H 6.347 -1.638 -0.698
H 5.727 -0.615 2.091
H 5.084 -2.030 1.292
H 2.447 4.759 2.395
H 2.856 5.997 4.476
H 3.127 4.785 6.610
H 2.992 2.318 6.654
H 2.605 1.066 4.585
H -0.209 3.181 0.834
H -0.730 4.893 -0.843
H 1.070 5.833 -2.263
H 3.405 5.105 -1.906
H 3.928 3.428 -0.208
S 1.952 1.396 -3.226
Sb -0.323 1.899 -2.836
S 1.068 -1.588 -1.048
S -0.925 0.742 -0.663
S 0.550 0.094 -4.156
C -7.853 2.686 -3.417
C -6.684 1.977 -2.798
C -6.633 0.592 -2.727
C -5.554 -0.081 -2.167
C -5.598 -1.589 -2.137
C -4.495 0.689 -1.664
Te -2.934 -0.550 -0.953
N -1.069 -1.523 1.271
C -1.566 -2.759 1.628
O -1.158 -3.801 1.140
C -2.680 -2.717 2.626
C -3.204 -1.513 3.095
C -4.233 -1.517 4.023
C -4.741 -2.725 4.485
C -4.223 -3.926 4.019
C -3.196 -3.924 3.089
C -2.431 -1.630 -2.674
C -1.966 -2.902 -2.339
C -1.612 -3.786 -3.345
C -1.736 -3.390 -4.668
C -2.202 -2.121 -4.981
C -2.566 -1.203 -3.997
C -3.075 0.144 -4.435
C -4.536 2.087 -1.649
C -3.519 2.987 -0.999
C -5.635 2.698 -2.238
H -8.579 1.982 -3.818
H -7.523 3.337 -4.226
H -8.358 3.312 -2.680
H -7.464 0.010 -3.108
H -6.633 -1.923 -2.178
H -5.182 -2.020 -1.220
H -5.073 -2.033 -2.985
H -2.810 -0.572 2.725
H -4.643 -0.583 4.384
H -5.545 -2.729 5.210
H -4.622 -4.864 4.380
H -2.781 -4.848 2.709
H -1.868 -3.212 -1.303
H -1.256 -4.775 -3.090
H -1.478 -4.074 -5.466
H -2.291 -1.826 -6.019
H -2.568 0.449 -5.350
H -2.931 0.922 -3.686
H -4.147 0.111 -4.644
H -2.848 2.469 -0.320
H -4.034 3.754 -0.421
H -2.919 3.511 -1.749
H -5.687 3.782 -2.227

For the strongest force on any atom, the calculation gives 1.0 eV/A. The multiplicity is 2. Its molecular weight is 1254.779 g mol⁻¹. The calculation puts the HOMO-LUMO gap (spin up / spin down) at 6.24 / 6.22 eV. As for the total charge: +2. The calculation puts the energy at -6602.09385 hartree. The value obtained for the LUMO energy (spin up / spin down) is -5.9 / -5.9 eV.

Atomic partial charges in e from the Löwdin method, atoms 1 to 99: atom 1 (Mn): 0.18, atom 2 (N): 0.14, atom 3 (C): -0.65, atom 4 (N): 0.02, atom 5 (C): -0.29, atom 6 (C): -0.32, atom 7 (S): 1.15, atom 8 (C): -0.28, atom 9 (C): -0.32, atom 10 (S): 1.15, atom 11 (C): -0.68, atom 12 (N): -0.34, atom 13 (N): 0.14, atom 14 (H): 0.07, atom 15 (H): 0.12, atom 16 (H): 0.09, atom 17 (H): 0.10, atom 18 (H): 0.13, atom 19 (H): -0.01, atom 20 (C): -0.27, atom 21 (Si): 0.65, atom 22 (C): -0.22, atom 23 (N): -0.18, atom 24 (C): -0.24, atom 25 (C): -0.16, atom 26 (C): -0.18, atom 27 (C): -0.18, atom 28 (C): -0.17, atom 29 (C): -0.25, atom 30 (C): -0.08, atom 31 (C): -0.07, atom 32 (C): -0.07, atom 33 (C): -0.08, atom 34 (C): -0.11, atom 35 (C): -0.26, atom 36 (C): -0.17, atom 37 (C): -0.14, atom 38 (C): -0.09, atom 39 (C): -0.07, atom 40 (C): -0.09, atom 41 (H): 0.01, atom 42 (H): 0.00, atom 43 (H): 0.09, atom 44 (H): 0.09, atom 45 (H): 0.03, atom 46 (H): 0.09, atom 47 (H): 0.09, atom 48 (H): 0.11, atom 49 (H): 0.11, atom 50 (H): 0.11, atom 51 (H): 0.12, atom 52 (H): 0.10, atom 53 (H): 0.12, atom 54 (H): 0.09, atom 55 (H): 0.10, atom 56 (H): 0.11, atom 57 (H): 0.11, atom 58 (H): 0.11, atom 59 (H): 0.10, atom 60 (H): 0.09, atom 61 (H): 0.10, atom 62 (H): 0.11, atom 63 (H): 0.12, atom 64 (H): 0.09, atom 65 (S): 0.03, atom 66 (Sb): 0.77, atom 67 (S): 0.76, atom 68 (S): 0.06, atom 69 (S): -0.02, atom 70 (C): -0.03, atom 71 (C): -0.23, atom 72 (C): 0.01, atom 73 (C): -0.31, atom 74 (C): -0.06, atom 75 (C): -0.37, atom 76 (Te): 1.62, atom 77 (N): -0.13, atom 78 (C): -0.57, atom 79 (O): 0.06, atom 80 (C): -0.18, atom 81 (C): -0.06, atom 82 (C): -0.07, atom 83 (C): -0.06, atom 84 (C): -0.05, atom 85 (C): -0.01, atom 86 (C): -0.44, atom 87 (C): -0.15, atom 88 (C): -0.05, atom 89 (C): -0.04, atom 90 (C): -0.04, atom 91 (C): -0.34, atom 92 (C): -0.07, atom 93 (C): -0.29, atom 94 (C): -0.08, atom 95 (C): 0.01, atom 96 (H): 0.08, atom 97 (H): 0.09, atom 98 (H): 0.10, atom 99 (H): 0.13

---

No. 2
Molecular formula: C5H2F9NO2
Method: DFT, ωB97M-V/def2-TZVPD

Geometry (Å):
O 2.576 -1.972 1.185
C 2.445 -0.999 0.497
O 3.211 -0.687 -0.569
N 1.514 0.002 0.800
C 0.818 0.630 -0.268
F 0.480 -0.243 -1.275
F 1.596 1.573 -0.839
C -0.512 1.313 0.236
F -0.557 1.293 1.592
F -0.514 2.597 -0.169
C -1.858 0.706 -0.295
F -1.978 0.984 -1.604
F -2.831 1.361 0.374
C -2.088 -0.834 -0.067
F -1.957 -1.505 -1.199
F -1.200 -1.317 0.819
F -3.298 -1.056 0.414
H 3.254 -1.467 -1.139
H 0.900 -0.376 1.508

For the strongest force on any atom, the calculation gives 0.8 eV/A. Its molecular weight is 279.058 g mol⁻¹. The calculation puts the HOMO-LUMO gap at 11.96 eV. As for the total charge: 0. The SMILES is O=C(O)NC(F)(F)C(F)(F)C(F)(F)C(F)(F)F. The calculation puts the energy at -1295.81016 hartree. The value obtained for the LUMO energy is 0.5 eV.

The Löwdin scheme yields these atomic charges, measured in e: atom 1 (O): 0.14, atom 2 (C): -0.56, atom 3 (O): 0.13, atom 4 (N): 0.20, atom 5 (C): -0.43, atom 6 (F): 0.12, atom 7 (F): 0.15, atom 8 (C): -0.32, atom 9 (F): 0.14, atom 10 (F): 0.16, atom 11 (C): -0.33, atom 12 (F): 0.17, atom 13 (F): 0.15, atom 14 (C): -0.54, atom 15 (F): 0.19, atom 16 (F): 0.17, atom 17 (F): 0.20, atom 18 (H): 0.14, atom 19 (H): 0.14

---

No. 3
Molecular formula: C5H13NO
Method: DFT, ωB97M-V/def2-TZVPD

Geometry (Å):
C -1.273 -0.882 1.586
N 0.118 -0.979 1.179
C 0.635 0.099 0.340
C 1.906 -0.443 -3.316
C 1.358 0.130 -2.068
C 1.319 -0.483 -0.893
H -1.482 -1.837 2.075
H -1.920 -0.726 0.728
H -1.476 -0.108 2.341
H 0.743 -1.357 1.876
H -0.181 0.766 0.092
H 1.380 0.679 0.895
H 1.829 -1.526 -3.371
H 2.966 -0.172 -3.439
H 1.468 -0.012 -4.216
H 0.873 1.096 -2.183
H 1.712 -1.468 -0.682
H -2.930 1.836 2.660
H -3.976 2.843 3.101
O -3.069 2.546 3.296

For the strongest force on any atom, the calculation gives 1.3 eV/A. Its molecular weight is 103.165 g mol⁻¹. The calculation puts the HOMO-LUMO gap at 9.31 eV. As for the total charge: 0. The SMILES is C/C=C/CNC.O. The calculation puts the energy at -328.24979 hartree. The value obtained for the LUMO energy is 0.8 eV.

The Löwdin scheme yields these atomic charges, measured in e: atom 1 (C): -0.14, atom 2 (N): -0.15, atom 3 (C): -0.24, atom 4 (C): -0.12, atom 5 (C): -0.19, atom 6 (C): -0.10, atom 7 (H): 0.08, atom 8 (H): 0.08, atom 9 (H): 0.06, atom 10 (H): 0.10, atom 11 (H): 0.11, atom 12 (H): 0.11, atom 13 (H): 0.07, atom 14 (H): 0.08, atom 15 (H): 0.07, atom 16 (H): 0.10, atom 17 (H): 0.10, atom 18 (H): 0.01, atom 19 (H): 0.04, atom 20 (O): -0.07

---

- The highest molecular weight belongs to which entry?
  C48H53MnN6OS6SbSiTe